A | ORCA calculation (wB97M-V/def2-TZVPD) on C2H3Cl2N2P in the gas phase.

Cartesian coordinates (Å):
H 2.0551 -0.3180 -0.2149
N 1.5984 -1.1812 -0.4648
C 0.3790 -1.2539 -0.3592
C -0.6310 -0.1569 -0.1246
Cl -1.6668 -0.4244 -1.5900
Cl -1.4885 -0.7617 1.4009
N -0.0782 1.1390 0.0566
P -0.4376 2.1251 1.2307
H 0.3812 3.0146 0.8217
H -0.1116 -2.1826 -0.7564

Output
* HOMO-LUMO gap: 8.576 eV
* SMILES: [H]/N=C\C(Cl)(Cl)/N=P/[H]
* E_LUMO: -1.5 eV
* HOMO: -10.034 eV

=====

B | ORCA calculation (wB97M-V/def2-TZVPD) on C2H3Cl2N2P in the gas phase.

Cartesian coordinates (Å):
H 1.2710 3.1222 -0.1982
N 0.8049 2.2476 -0.1488
P 1.3806 1.0884 0.6283
N 0.5651 -0.2219 -0.1043
C -0.0822 -1.3208 0.4555
Cl 0.2830 -2.9097 -0.2065
C -0.7937 -0.4843 -0.4713
Cl -1.9452 0.6655 0.0630
H -0.5715 -1.3231 1.4410
H -0.9120 -0.8638 -1.4587

Output
* HOMO-LUMO gap: 9.561 eV
* SMILES: [H]/N=P/N1[C@H](Cl)[C@H]1Cl
* E_LUMO: 0.0 eV
* HOMO: -9.575 eV

=====

The least stable of them is A.

=====

A | ORCA calculation (wB97M-V/def2-TZVPD) on 2 unconnected molecules or ions with the total composition C5H6N2O3.

Cartesian coordinates (Å):
C -1.9731 -0.1371 0.0960
C 0.0820 0.1564 -0.1236
C 1.4080 0.0886 -0.4634
C -3.2743 -0.8429 0.1745
C 3.8484 -0.1529 0.5498
N -1.7896 1.1198 0.2866
N -0.4991 1.3470 0.0587
O 2.0773 1.2070 -0.6222
O -0.8501 -0.7951 -0.2023
O 4.4598 -1.1466 0.3205
H 2.0001 -0.7240 -0.8924
H -3.6871 -1.1073 1.2170
H -3.9840 -0.1479 -0.2099
H -3.2434 -1.8358 -0.3117
H 3.9609 0.9192 0.4288
H 1.4642 2.0516 -0.3063

Output
* HOMO-LUMO gap (spin up / spin down): 8.025 / 7.417 eV
* E_LUMO (spin up / spin down): 0.5 / -0.4 eV
* HOMO (spin up / spin down): -7.498 / -7.828 eV

=====

B | ORCA calculation (wB97M-V/def2-TZVPD) on C5H6N2O3 in the gas phase.

Cartesian coordinates (Å):
C -1.0517 -2.6908 0.6778
C -0.9896 -1.2075 0.5221
O -1.4321 -0.3938 1.2770
O -0.3557 -0.8865 -0.6471
C -0.0662 0.3732 -1.1087
O -0.1082 0.5761 -2.2802
C 0.4415 1.3921 -0.0815
N 1.8762 1.1333 0.0775
C 0.1802 2.7481 -0.5415
N 0.0846 3.8384 -0.8705
H -1.5657 -2.9360 1.6013
H -0.0400 -3.0892 0.6910
H -1.5692 -3.1350 -0.1688
H -0.0510 1.2474 0.8870
H 2.3726 1.2661 -0.7995
H 2.2745 1.7640 0.7640

Output
* HOMO-LUMO gap: 11.189 eV
* SMILES: CC(=O)OC(=O)[C@@H](N)C#N
* E_LUMO: 0.4 eV
* HOMO: -10.794 eV

=====

The least stable of them is A.

=====

A | ORCA calculation (wB97M-V/def2-TZVPD) on a molecular structure, C2H2O3S.

Cartesian coordinates (Å):
C -0.4739 0.8816 -1.2107
C 0.1566 0.6354 0.6174
O 0.0275 -1.6504 1.8619
O -0.7469 -0.0915 -1.8206
O 1.8229 -1.4760 0.1197
S 0.5889 -1.0221 0.7055
H -0.5189 1.9614 -1.5006
H -0.8561 0.7617 1.2275

Output
* HOMO-LUMO gap (spin up / spin down): 8.362 / 8.358 eV
* E_LUMO (spin up / spin down): -1.5 / -1.5 eV
* HOMO (spin up / spin down): -9.854 / -9.851 eV

=====

B | ORCA calculation (wB97M-V/def2-TZVPD) on C2H2O3S in the gas phase.

Cartesian coordinates (Å):
O 2.9112 1.8961 -1.5667
S 2.4313 1.3940 -0.3125
C 1.0179 0.2547 -0.4496
C 0.2543 1.2153 0.1961
O -0.9854 1.1175 0.8021
O 1.0312 2.3476 0.2702
H 1.0619 -0.7868 -0.7025
H -0.9961 0.2361 1.0180

Output
* HOMO-LUMO gap: 10.230 eV
* SMILES: O=[S@@]12=C[C@]1(O)O2
* E_LUMO: 0.4 eV
* HOMO: -9.785 eV

=====

The least stable of them is A.